# 1
C21H22AuN6S2SeSi | ωB97M-V/def2-TZVPD

LUMO = -4.53 eV
Total charge = +1
Relative energy (zero: lowest compared OMol25 entry of this formula, charge and spin) = 0.0 kcal per mole
Calculated total energy = -129656.5453 eV

```
54
Properties=species:S:1:pos:R:3:forces:R:3:mulliken_charge:R:1
Au 0.8012 -0.3841 -0.9898 -0.1581 0.1076 -0.1239 0.457
C -2.5984 1.3421 -2.4096 0.0433 -0.0165 -0.0069 -1.582
C -2.5967 0.2091 -1.4302 0.0653 0.0481 0.0294 0.687
C -3.7513 -0.2075 -0.7972 -0.0204 -0.0256 0.0009 -0.622
C -3.6998 -1.2680 0.1092 -0.0153 0.0221 0.0093 -0.543
C -2.5112 -1.9098 0.3718 -0.0922 0.0522 -0.0708 -0.537
C -1.3866 -1.4670 -0.3222 0.2125 -0.1785 0.0037 0.714
N -1.4406 -0.4348 -1.1963 0.0915 -0.1393 -0.2741 -0.196
N -0.1073 -1.9372 -0.2190 -0.3149 -0.2407 0.1928 0.232
Si 0.4438 -3.6146 0.0246 -0.0343 0.1397 0.0133 -0.243
C 0.4026 -4.0663 1.8224 0.0350 -0.0413 0.1016 -0.923
C -0.7585 -4.6626 -0.9339 -0.0872 -0.0200 -0.0152 -1.025
C 2.1525 -3.7422 -0.6882 0.0463 0.0521 -0.0886 -1.035
H -3.5895 1.4750 -2.8372 -0.0064 0.0134 0.0091 0.473
H -1.8962 1.1496 -3.2208 0.0195 0.0184 0.0138 0.355
H -2.3274 2.2797 -1.9175 -0.0089 -0.0048 -0.0016 0.239
H -4.6882 0.2802 -1.0250 0.0009 -0.0018 0.0021 0.416
H -4.6016 -1.5777 0.6213 -0.0087 -0.0053 -0.0171 0.459
H -2.4315 -2.7055 1.0976 0.0106 0.0080 0.0028 0.421
H -0.6100 -4.0221 2.2282 0.0034 0.0155 0.0128 0.333
H 1.0395 -3.4161 2.4245 0.0027 0.0177 -0.0181 0.298
H 0.7565 -5.0931 1.9476 -0.0006 0.0049 0.0242 0.360
H -1.7467 -4.6704 -0.4696 -0.0010 -0.0209 -0.0326 0.339
H -0.4098 -5.6966 -0.9787 0.0015 -0.0002 0.0183 0.405
H -0.8702 -4.3012 -1.9580 0.0122 -0.0172 -0.0080 0.330
H 2.8868 -3.1975 -0.0963 0.0263 -0.0208 0.0008 0.316
H 2.1783 -3.3595 -1.7116 0.0263 -0.0143 0.0019 0.300
H 2.4660 -4.7877 -0.7203 -0.0329 -0.0189 0.0064 0.393
S 2.4511 -0.5518 0.6153 0.3027 0.2546 0.1647 -0.374
C 1.5209 0.4843 1.6977 -0.0749 -0.1167 -0.3007 0.464
N 0.3616 0.9439 1.3607 -0.1255 0.2258 0.1140 0.039
C -0.1624 1.7503 2.3665 0.1397 -0.1507 -0.0150 -0.479
C -1.4006 2.3859 2.3290 -0.0284 0.0297 0.0261 -0.361
C -1.7807 3.1524 3.4125 0.0068 -0.0099 -0.0102 -0.694
C -0.9455 3.2893 4.5269 -0.0006 0.0035 0.0052 -0.471
C 0.2824 2.6576 4.5807 -0.0129 -0.0106 -0.0240 -0.604
C 0.6613 1.8856 3.4874 0.0577 0.0165 0.0629 0.847
S 2.1251 0.9674 3.2528 0.0039 -0.0159 0.0259 -0.228
H -2.0447 2.2620 1.4675 0.0048 0.0002 -0.0031 0.461
H -2.7398 3.6524 3.4046 -0.0002 0.0042 0.0034 0.405
H -1.2670 3.8960 5.3623 -0.0014 0.0003 0.0012 0.385
H 0.9235 2.7605 5.4454 -0.0004 -0.0002 0.0035 0.402
Se 5.3710 0.9258 -2.7233 0.0066 0.0256 0.0018 0.360
N 4.8419 2.5821 -3.0083 -0.0188 -0.0966 0.0253 -0.727
C 3.5549 2.6179 -2.7091 0.0174 0.1234 -0.0663 0.661
C 2.7130 3.7575 -2.8601 0.0497 -0.0480 -0.0022 -0.464
C 1.3974 3.6080 -2.5699 -0.0491 -0.0524 0.0199 -0.851
C 0.9100 2.3606 -2.0931 0.0719 0.1485 0.1396 0.418
N 1.6472 1.2933 -1.9149 0.0485 0.1128 0.0614 -0.122
C 2.9892 1.3803 -2.2478 -0.2211 -0.1810 -0.0951 0.670
N 3.7889 0.3424 -2.2003 0.0235 0.0090 0.0429 -0.565
H 3.1290 4.6915 -3.2122 0.0192 -0.0044 0.0077 0.463
H 0.6982 4.4247 -2.6741 -0.0076 -0.0098 0.0029 0.434
H -0.1317 2.2658 -1.8221 -0.0280 0.0085 0.0214 0.113
```
Positions in Å, forces in eV/Å.



# 2
C21H22BrIrN2O6S2 | ωB97M-V/def2-TZVPD

LUMO (alpha / beta) = -3.55 / -5.91 eV
Total charge = +1
Multiplicity = 2
<S²> = 0.76
Relative energy (zero: lowest compared OMol25 entry of this formula, charge and spin) = 0.0 kcal per mole
Calculated total energy = -131944.7203 eV

```
55
Properties=species:S:1:pos:R:3:forces:R:3:mulliken_charge:R:1
Ir -0.1207 -0.3764 1.3599 -0.3268 0.3568 0.2695 1.793
O 1.8966 -0.4689 1.1846 -0.0945 -0.1520 -0.1511 -0.366
N 2.5645 -0.4875 2.3469 0.0801 0.0897 -0.0017 0.138
C 3.9066 -0.5889 2.2475 -0.0021 0.0163 0.0330 -0.294
C 4.6810 -0.5835 3.3762 0.0367 -0.0156 -0.0713 -0.692
C 4.0727 -0.4745 4.6251 -0.0488 0.0093 0.0538 -0.224
C 2.7020 -0.3805 4.7018 0.0457 -0.0050 0.0112 -0.797
C 1.9407 -0.3870 3.5357 -0.0485 -0.0426 -0.1133 0.834
S 0.2054 -0.2774 3.5279 0.3255 -0.0550 -0.0493 -0.383
H 4.2756 -0.6618 1.2362 0.0136 0.0030 0.0042 0.481
H 5.7531 -0.6629 3.2754 -0.0024 0.0046 -0.0033 0.431
H 4.6708 -0.4644 5.5253 -0.0090 -0.0050 0.0033 0.424
H 2.1891 -0.2992 5.6497 0.0004 0.0020 0.0013 0.455
C -0.2574 -0.2172 -5.1914 -0.0089 -0.0012 -0.0173 -1.469
C -0.0862 0.4609 -3.8610 0.0127 0.0100 0.0433 0.682
C -1.1465 1.1116 -3.2437 0.0324 0.0554 -0.0379 -1.180
C -1.0010 1.7412 -2.0156 -0.0714 -0.1106 0.0624 1.406
C -2.1377 2.5516 -1.4557 0.0035 0.0124 0.0071 -1.178
C 0.2303 1.6620 -1.3556 -0.0567 0.0634 -0.1568 0.696
C 1.3332 1.0909 -1.9905 0.1160 -0.0572 0.0938 1.276
C 2.7227 1.1505 -1.4109 0.0633 0.0892 0.0599 -1.656
C 1.1511 0.4891 -3.2299 -0.0405 -0.0443 -0.0338 -0.913
C 0.3231 2.3042 -0.0045 -0.0612 -0.0743 0.4164 -0.471
O 0.5868 3.4531 0.1972 0.1462 -0.0163 -0.1471 -0.566
O -0.0562 1.5537 1.0835 -0.2915 0.0480 -0.1775 -0.693
H -1.1688 0.1124 -5.6878 0.0018 -0.0004 -0.0023 0.387
H -0.3190 -1.3015 -5.0752 0.0023 -0.0012 0.0076 0.259
H 0.5854 -0.0065 -5.8498 -0.0016 -0.0078 -0.0007 0.376
H -2.1057 1.1606 -3.7467 0.0019 0.0051 -0.0011 0.354
H -3.0586 2.3647 -2.0052 -0.0020 -0.0009 -0.0044 0.377
H -1.9092 3.6171 -1.5205 -0.0048 0.0009 -0.0233 0.372
H -2.3228 2.3411 -0.4047 -0.0003 -0.0224 0.0431 -0.010
H 2.8746 2.0581 -0.8248 -0.0204 -0.0052 -0.0055 0.360
H 3.4589 1.1432 -2.2141 -0.0078 0.0351 0.0042 0.531
H 2.9335 0.3013 -0.7627 -0.0401 -0.0523 0.0073 0.050
H 2.0116 0.0577 -3.7319 0.0033 0.0095 0.0035 0.429
C 0.6988 -3.0307 -1.3763 0.0530 0.0332 0.0546 -0.813
S -0.6049 -2.4832 -0.3351 0.1812 0.0625 0.1161 1.118
O -0.8011 -1.0128 -0.5820 0.2805 -0.1813 -0.1229 -0.739
O -1.7456 -3.3121 -0.5156 0.0203 0.0217 -0.0673 -0.555
O -0.0691 -2.4630 1.0937 -0.3582 -0.0745 0.0384 -0.770
H 0.2569 -3.2916 -2.3352 0.0060 0.0313 -0.0101 0.396
H 1.1507 -3.9046 -0.9115 -0.0399 -0.0306 -0.0218 0.403
H 1.4185 -2.2219 -1.4825 0.0064 0.0046 0.0295 0.105
Br -4.9867 2.7089 1.5709 0.0469 -0.0042 -0.0301 -0.082
C -4.1770 1.0169 1.6010 -0.0255 0.0153 0.0501 -0.446
C -4.9408 -0.1383 1.5877 -0.0287 -0.0019 0.0130 -0.002
C -4.2896 -1.3567 1.6626 0.0291 0.0120 0.0347 -1.042
C -2.9121 -1.3844 1.7140 0.0491 -0.0211 0.1646 -0.061
N -2.1786 -0.2601 1.6834 -0.0575 -0.0556 -0.4799 0.209
C -2.7995 0.9276 1.6420 0.0677 0.0288 0.2680 -0.785
H -6.0194 -0.0801 1.5385 -0.0001 -0.0052 -0.0003 0.461
H -4.8375 -2.2873 1.6783 -0.0059 0.0014 -0.0012 0.438
H -2.3740 -2.3158 1.7969 0.0089 -0.0054 -0.0730 0.748
H -2.1685 1.8025 1.6789 0.0205 0.0274 -0.0897 1.196
```
Positions in Å, forces in eV/Å.